Record 1
C27H42BN9O8SSe3TeY | ωB97M-V with the def2-TZVPD basis set

```
93
Properties=species:S:1:pos:R:3:forces:R:3:lowdin_charge:R:1
Y 0.185 -0.309 0.339 -0.2454 0.3710 -0.0594 1.373
Se 2.854 1.244 -0.365 0.0299 -0.0978 0.0260 -0.068
Se 3.636 2.052 -2.398 0.0175 -0.0231 -0.0084 0.029
Te 5.469 -1.145 1.499 0.0006 0.0047 -0.0352 0.078
Se 3.447 -1.018 -0.046 0.1634 -0.0418 0.0141 -0.165
C -0.869 -1.467 -2.734 0.0152 -0.0023 -0.0202 -0.165
C -1.059 -1.380 -4.261 -0.0016 -0.0032 0.0028 -0.152
N 0.147 -0.846 -4.896 -0.0133 0.0061 0.0001 -0.151
C 1.307 -1.555 -4.350 0.0127 -0.0029 0.0026 -0.146
C 1.503 -1.218 -2.854 -0.0072 -0.0035 0.0124 -0.203
N 0.265 -0.597 -2.314 -0.0102 -0.0485 -0.0521 -0.195
C 0.124 0.722 -2.986 0.0290 -0.0003 0.0315 -0.171
C 0.260 0.564 -4.516 0.0131 0.0144 -0.0014 -0.149
H -0.618 -2.483 -2.435 0.0006 -0.0010 0.0111 0.107
H -1.770 -1.159 -2.208 0.0000 0.0070 -0.0013 0.079
H -1.892 -0.720 -4.513 -0.0012 -0.0025 0.0022 0.117
H -1.278 -2.367 -4.675 0.0022 0.0024 -0.0034 0.113
H 2.194 -1.273 -4.920 0.0021 0.0013 0.0029 0.118
H 1.146 -2.626 -4.496 -0.0032 0.0006 -0.0047 0.116
H 2.315 -0.502 -2.722 0.0045 -0.0015 -0.0149 0.025
H 1.731 -2.110 -2.273 -0.0091 -0.0033 0.0044 0.084
H 0.931 1.360 -2.626 -0.0142 -0.0007 -0.0017 0.012
H -0.841 1.139 -2.702 -0.0109 0.0048 -0.0021 0.103
H 1.232 0.929 -4.856 -0.0035 -0.0109 0.0064 0.108
H -0.508 1.141 -5.035 -0.0038 -0.0049 -0.0006 0.119
O 1.448 3.868 -4.515 -0.0210 0.0400 -0.0282 -0.074
C 1.799 5.016 -3.776 0.0036 0.0007 0.0229 -0.259
N 1.495 4.856 -2.374 -0.0227 0.0214 0.0178 0.084
C 0.316 5.244 -1.830 -0.0299 -0.0330 -0.0364 -0.445
O -0.411 6.107 -2.292 0.0157 0.0219 0.0036 0.063
C -0.075 4.503 -0.584 0.0058 0.0151 -0.0037 -0.108
C -0.821 5.114 0.412 0.0285 0.0038 0.0181 0.002
C -1.216 4.347 1.492 -0.0323 -0.0228 0.0120 -0.039
C -0.891 2.998 1.522 0.0287 -0.0676 0.0231 -0.117
N -0.187 2.392 0.564 -0.0194 0.1260 -0.1520 0.019
C 0.207 3.154 -0.461 0.0190 -0.0263 0.0404 -0.130
H 1.961 3.129 -4.144 0.0155 -0.0209 0.0171 -0.022
H 1.218 5.849 -4.162 -0.0005 -0.0017 -0.0055 0.122
H 2.867 5.226 -3.871 0.0014 -0.0057 -0.0003 0.120
H 2.043 4.132 -1.920 0.0115 0.0092 -0.0110 0.028
H -1.081 6.161 0.321 -0.0055 -0.0010 -0.0087 0.123
H -1.790 4.771 2.306 -0.0077 0.0036 -0.0042 0.107
H -1.227 2.376 2.339 -0.0036 -0.0226 0.0243 0.093
H 0.764 2.655 -1.241 -0.0240 0.0020 0.0075 0.027
N -1.112 0.606 3.971 0.0191 -0.0286 -0.0195 0.106
C -1.939 -0.273 3.351 0.0212 0.0268 -0.0209 -0.663
N -1.709 -0.814 2.197 -0.0121 -0.0558 0.0022 0.044
C -2.761 -1.661 1.843 0.0000 -0.0240 0.0428 -0.306
C -2.837 -2.434 0.687 -0.0059 -0.0061 -0.0130 -0.021
C -3.950 -3.230 0.480 0.0059 0.0010 -0.0007 -0.073
C -4.993 -3.273 1.403 0.0005 -0.0137 0.0069 -0.097
C -4.928 -2.521 2.564 -0.0033 -0.0001 -0.0101 -0.104
C -3.810 -1.728 2.766 -0.0233 0.0199 -0.0097 -0.485
S -3.469 -0.674 4.107 0.0059 -0.0316 0.0243 1.082
H -0.168 0.633 3.585 -0.0213 0.0239 -0.0038 0.063
H -1.199 0.697 4.968 -0.0054 0.0057 -0.0060 0.095
H -2.040 -2.416 -0.043 -0.0019 0.0035 0.0061 0.085
H -4.006 -3.829 -0.420 -0.0015 -0.0004 0.0001 0.107
H -5.855 -3.901 1.218 -0.0015 0.0003 -0.0016 0.099
H -5.730 -2.548 3.291 0.0006 -0.0044 0.0012 0.105
N 3.212 1.148 2.987 -0.0050 0.0106 -0.0259 0.152
C 2.262 0.200 2.869 0.0212 -0.0190 -0.0435 -0.712
N 2.496 -1.003 3.414 -0.0302 0.0237 0.0217 0.170
O 1.152 0.479 2.320 0.0342 -0.0401 0.1623 -0.221
H 4.167 0.791 3.006 0.0023 -0.0039 0.0066 -0.004
H 3.085 1.914 2.340 -0.0037 0.0013 0.0123 0.066
H 3.478 -1.272 3.451 0.0160 -0.0039 0.0076 -0.002
H 1.874 -1.733 3.086 -0.0040 -0.0018 0.0013 0.078
C -4.861 2.768 0.663 -0.0121 0.0010 -0.0127 -0.003
C -4.336 1.510 -0.002 0.0266 -0.0751 -0.0487 -0.483
C -5.292 0.347 0.241 0.0198 0.0251 0.0111 -0.003
O -3.069 1.159 0.590 -0.0940 0.0178 0.0616 0.008
B -2.240 0.552 -0.373 0.0294 -0.0832 -0.0020 -0.536
O -2.880 0.702 -1.615 -0.0271 0.0873 -0.0796 0.000
C -3.952 1.661 -1.495 0.0906 -0.0016 0.0712 -0.486
C -3.361 3.031 -1.806 0.0012 0.0035 -0.0168 0.004
C -5.043 1.314 -2.487 -0.0288 0.0028 -0.0035 -0.007
H -5.061 2.560 1.715 -0.0039 0.0064 0.0017 0.089
H -5.795 3.091 0.194 0.0058 0.0094 0.0050 0.092
H -4.140 3.581 0.604 0.0187 0.0089 0.0094 0.073
H -5.364 0.170 1.315 -0.0043 0.0052 0.0013 0.084
H -4.914 -0.565 -0.225 -0.0237 0.0016 0.0106 0.089
H -6.292 0.556 -0.145 0.0021 0.0133 0.0001 0.091
H -2.603 3.296 -1.066 -0.0005 0.0131 -0.0160 0.076
H -4.122 3.813 -1.818 -0.0140 -0.0023 -0.0004 0.095
H -2.881 3.003 -2.786 -0.0086 -0.0081 0.0000 0.099
H -5.376 0.284 -2.369 0.0102 -0.0024 -0.0028 0.083
H -4.664 1.438 -3.502 -0.0004 -0.0004 -0.0025 0.090
H -5.901 1.980 -2.359 -0.0092 -0.0089 -0.0087 0.091
O 0.243 -2.617 -0.335 -0.0114 -0.0725 -0.0241 -0.163
N 0.522 -3.142 0.792 0.0074 0.0064 0.0161 -0.533
O 0.704 -4.321 0.927 0.0045 -0.0007 -0.0010 0.107
O 0.576 -2.318 1.748 0.0835 -0.0363 0.0423 -0.134
```
Forces are in eV/Å.

- largest force on an atom (eV Å⁻¹) = 0.449
- charge = -1
- DFT total energy (eV) = -274367.515



Record 2
C27H42BeClF4MgN3NaO12S | ωB97M-V with the def2-TZVPD basis set

```
93
Properties=species:S:1:pos:R:3:forces:R:3:lowdin_charge:R:1
C -2.385 2.284 0.752 0.9136 -0.3571 -0.3317 0.008
C -0.907 2.044 0.197 0.5057 -0.8396 -1.1862 -0.355
C 0.041 0.967 0.952 0.0495 -1.1680 0.7538 -0.136
C -0.222 -0.518 0.621 3.4281 -0.1789 2.9938 0.034
C 0.719 -1.568 1.306 0.5855 4.3710 0.6346 -0.016
C 1.833 -0.998 2.239 -3.1969 2.1859 -2.0946 -0.070
C 1.865 0.535 2.432 -0.6312 -1.7769 -0.9198 -0.130
N 1.022 1.512 1.830 -0.4669 -4.9728 -0.8213 0.099
O -0.275 3.362 0.124 -0.6139 0.3026 -1.3765 -0.207
S 0.009 3.890 -1.452 4.0264 -0.1135 -1.8307 0.848
O 1.452 3.538 -1.667 -3.8108 1.3570 0.6823 -0.282
O -0.381 5.339 -1.784 -0.5269 -8.9867 1.3150 -0.674
O -0.797 2.656 -2.286 0.1553 1.8883 2.9095 -0.171
C -0.756 1.522 -1.348 -0.5082 -0.0990 -2.0199 -0.317
O -1.823 0.694 -1.819 0.9018 0.4800 0.7465 -0.011
H -2.861 3.092 0.076 0.6218 -1.4529 1.1685 0.111
H -2.285 2.661 1.837 -0.2633 -0.6175 -1.7600 0.108
H -2.946 1.289 0.694 0.5928 1.5660 0.1520 0.100
H -1.023 -0.935 -0.066 1.0925 1.0586 0.8746 0.113
H 0.619 -2.680 1.101 0.0954 1.7153 0.2683 0.096
H 2.581 -1.677 2.758 -1.0724 1.0692 -0.8100 0.069
H 2.691 0.934 3.130 -1.5311 -0.4325 -1.2883 0.102
H 0.307 1.118 -1.539 -1.7727 0.0376 0.6464 0.181
H -2.116 0.963 -2.722 0.5859 -0.0328 0.8474 0.130
Cl 0.004 7.369 -1.621 -2.1742 6.2426 2.2748 0.092
C 0.324 0.923 6.695 0.1762 0.1222 0.1472 -0.089
C 0.972 -0.214 5.904 -0.4868 0.2158 0.1776 -0.225
C 1.159 -1.499 6.702 0.1874 0.1172 -0.4491 -0.100
N 2.474 -1.599 7.519 -0.2553 -0.7049 0.2492 -0.232
C 2.821 -0.281 8.200 0.2728 0.0459 0.0202 -0.086
C 4.172 -0.316 8.901 0.0544 -0.1115 -0.0361 -0.149
C 5.272 -0.709 7.927 0.1284 0.0737 0.2146 -0.167
C 4.959 -2.050 7.281 0.1562 0.4909 -0.4659 -0.177
C 3.601 -2.043 6.586 -0.1874 0.0123 0.4183 -0.074
C 2.215 -2.678 8.563 0.1104 0.5285 -0.6528 0.032
H 1.030 1.435 7.351 -0.2169 0.2669 -0.1414 0.053
H -0.069 1.676 6.010 0.1050 -0.0339 0.1631 0.081
H -0.505 0.560 7.309 -0.0288 -0.0558 -0.1043 0.086
H 1.899 0.122 5.430 -0.0181 -0.0861 -0.0527 0.095
H 0.282 -0.448 5.085 0.2974 -0.2523 0.0025 0.122
H 1.163 -2.360 6.026 0.1917 -0.0330 0.2080 0.134
H 0.329 -1.635 7.398 0.1878 0.1002 0.1061 0.133
H 2.880 0.481 7.422 -0.2765 -0.0555 0.0196 0.136
H 2.015 -0.044 8.898 -0.0170 -0.0126 -0.2641 0.153
H 4.386 0.676 9.307 -0.2416 -0.0939 -0.0377 0.145
H 4.156 -1.001 9.757 -0.0149 0.0376 0.0918 0.105
H 6.235 -0.754 8.445 -0.0161 0.0857 -0.1061 0.125
H 5.365 0.057 7.150 0.0242 -0.1067 0.0435 0.143
H 5.000 -2.841 8.036 -0.5623 0.5026 -0.9520 0.011
H 5.735 -2.291 6.548 -0.1995 -0.1140 -0.0338 0.143
H 3.352 -3.040 6.216 -0.1719 0.1737 -0.0056 0.141
H 3.613 -1.348 5.742 -0.0246 -0.0390 0.1480 0.146
H 1.939 -3.597 8.043 -0.0273 0.1237 0.0572 0.120
H 1.400 -2.343 9.206 0.1651 -0.0605 -0.0565 0.124
H 3.112 -2.839 9.158 -0.1436 0.0817 0.0455 0.060
Be -1.895 8.310 -0.330 3.2880 -0.7669 -1.3511 0.290
C -2.683 -3.032 -6.058 -0.9969 1.2302 -1.8475 0.148
C -2.141 -3.660 -4.964 1.4541 -1.5573 2.6737 -0.369
C -2.529 -3.022 -3.638 -0.5890 0.8634 0.7919 -0.331
O -2.213 -3.466 -2.543 0.2066 -0.2056 -0.6015 0.078
C -3.332 -1.787 -3.672 1.1355 -1.2231 1.8444 0.125
C -3.864 -1.151 -4.766 -1.2803 1.6815 -2.5053 -0.367
C -3.565 -1.850 -6.086 0.3043 -0.6501 -0.9103 -0.308
O -4.001 -1.491 -7.164 -0.1802 0.0800 0.8075 0.128
O -4.542 -0.106 -4.786 0.8725 -1.1430 0.5154 0.096
O -1.397 -4.662 -4.952 -0.9469 0.9774 -0.5900 0.074
H -2.467 -3.425 -7.045 0.1136 0.2606 -0.0565 0.109
H -3.503 -1.363 -2.689 -0.0803 0.0041 0.0144 0.123
C -3.374 1.848 -8.813 -0.0847 0.4135 0.1793 -0.069
C -2.346 0.760 -8.566 -0.2587 -0.3954 -0.1691 -0.252
O -1.329 0.698 -9.559 0.0129 1.0933 -0.5250 -0.074
C -0.240 1.643 -9.507 -0.8207 -1.5811 1.6466 -0.430
O 0.319 1.664 -8.314 0.2715 0.8130 -0.8233 0.003
C -0.621 3.076 -10.039 -0.5617 0.5823 -0.6112 -0.526
F -1.481 2.991 -11.082 0.2916 -0.1132 0.3765 0.129
F 0.466 3.725 -10.517 -0.1090 -0.4040 0.4031 0.124
F -1.193 3.891 -9.135 0.3930 -0.2464 -0.0599 0.126
H -3.632 1.917 -9.872 -0.0035 -0.1376 0.0845 0.082
H -4.283 1.648 -8.238 0.0646 -0.1330 -0.0587 0.075
H -3.007 2.822 -8.491 -0.0852 -0.0284 -0.0580 0.057
H -2.865 -0.199 -8.629 0.2282 -0.0825 -0.1690 0.097
H -1.937 0.815 -7.552 0.2690 0.1767 -0.0972 0.112
H 0.385 1.268 -10.337 0.4384 0.0197 -0.0592 0.173
N -3.206 -5.267 -8.532 -0.0480 -1.0253 0.6397 0.274
H -2.891 -4.538 -9.197 -0.0728 2.1725 -1.4851 0.055
H -4.050 -4.947 -8.053 0.1658 0.1632 -0.2521 0.140
H -3.410 -6.128 -9.044 0.0300 0.2074 0.0549 0.143
H -2.469 -5.445 -7.845 -0.1462 -0.0307 -0.0652 0.127
Na 5.546 -3.792 9.385 0.6511 -0.8116 1.1261 0.808
O 1.293 4.228 6.633 0.3516 -0.1839 0.4690 -0.554
H 0.873 3.631 6.017 -0.2318 -0.1598 -0.4378 -0.222
Mg -1.080 9.964 1.627 -0.2901 -0.5786 -0.5738 0.818
F -2.990 -2.964 -10.207 0.0892 -1.7464 1.0974 -0.723
```
Forces are in eV/Å.

- largest force on an atom (eV Å⁻¹) = 9.098
- charge = +1
- DFT total energy (eV) = -102178.308